70
Properties=species:S:1:pos:R:3:mulliken_charge:R:1 method="wB97M-V/def2-TZVPD" de_lowest_kcal_mol=7.6 fmax_ev_per_a=0.3 total_charge=+1
Co -0.274 -0.169 -0.039 0.2114
C -1.280 -0.365 2.915 -1.4961
O -0.214 -0.369 1.955 0.7610
C 1.059 -0.667 2.446 0.1788
C 1.336 -0.900 3.780 -0.7229
C 2.645 -1.189 4.143 -0.8332
C 3.647 -1.239 3.186 -0.8780
C 3.358 -0.994 1.854 -0.5217
C 2.054 -0.704 1.476 0.4491
N 1.625 -0.425 0.156 0.8916
N 2.555 -0.393 -0.713 -0.8278
C 2.315 -0.094 -1.996 0.4035
C 1.032 0.245 -2.513 -0.0135
O -0.057 0.260 -1.826 0.4651
C 0.919 0.585 -3.898 -1.2127
C 1.999 0.579 -4.708 -0.8961
C 3.305 0.233 -4.236 0.6198
C 4.410 0.229 -5.105 -0.9143
C 5.657 -0.106 -4.645 -0.5742
C 5.825 -0.448 -3.298 -0.8149
C 4.757 -0.450 -2.431 -0.2392
C 3.473 -0.108 -2.882 1.0028
H -1.119 0.434 3.638 0.3053
H -1.329 -1.328 3.422 0.4317
H -2.191 -0.179 2.363 0.2708
H 0.566 -0.858 4.536 0.4708
H 2.876 -1.374 5.183 0.4472
H 4.663 -1.466 3.480 0.4343
H 4.130 -1.021 1.100 0.4583
H -0.068 0.843 -4.258 0.4774
H 1.889 0.841 -5.754 0.4048
H 4.259 0.495 -6.145 0.4068
H 6.506 -0.108 -5.315 0.4052
H 6.808 -0.714 -2.931 0.4174
H 4.903 -0.715 -1.394 0.3921
C -1.234 -3.481 1.381 -1.3809
C -2.384 -2.698 0.748 -0.9547
P -1.867 -1.559 -0.590 1.2302
C -0.963 -2.661 -1.746 -0.9306
C -1.687 -3.918 -2.225 -1.4569
C -3.421 -1.099 -1.456 -0.2331
C -4.608 -2.059 -1.362 -1.5346
H -1.591 -4.042 2.245 0.4361
H -0.414 -2.841 1.708 0.1549
H -0.821 -4.203 0.677 0.3247
H -2.940 -2.123 1.490 0.4750
H -3.101 -3.397 0.316 0.6687
H -0.035 -2.925 -1.232 0.4648
H -0.673 -2.040 -2.594 0.2168
H -2.022 -4.544 -1.396 0.3401
H -1.013 -4.519 -2.835 0.4220
H -2.550 -3.673 -2.840 0.3114
H -3.131 -0.932 -2.497 0.4878
H -3.727 -0.124 -1.071 0.1103
H -4.369 -3.062 -1.706 0.2989
H -5.425 -1.684 -1.977 0.4465
H -4.981 -2.133 -0.340 0.3473
C -2.289 2.208 -1.722 -1.1509
Si -1.698 1.657 -0.041 0.8842
C -0.268 2.725 0.539 -1.3253
C -3.134 1.789 1.162 -1.2836
H -2.837 3.147 -1.608 0.4858
H -2.961 1.494 -2.201 0.3601
H -1.445 2.379 -2.389 0.2207
H -0.598 3.768 0.587 0.5010
H 0.577 2.682 -0.151 0.2556
H 0.084 2.446 1.534 0.2306
H -3.685 2.702 0.920 0.5056
H -2.818 1.876 2.202 0.3321
H -3.846 0.963 1.086 0.3789

***

75
Properties=species:S:1:pos:R:3:mulliken_spin:R:1 method="wB97M-V/def2-TZVPD" multiplicity=4 de_lowest_kcal_mol=0.0 fmax_ev_per_a=0.8 total_charge=-1
Co -0.245 -1.240 -1.130 1.9908
C -4.180 0.440 0.249 0.0356
C -2.680 0.226 0.296 -0.0621
N -1.990 -0.057 -0.812 0.2314
N -2.699 0.218 -1.951 0.0535
C -2.471 -0.534 -2.999 0.0316
N -3.095 -0.061 -4.153 0.0263
S -1.578 -2.003 -3.101 0.0895
C -2.036 0.310 1.551 0.3049
C -2.765 0.361 2.775 -0.1904
C -2.166 0.187 3.984 0.2289
C -0.743 -0.041 4.029 -0.0129
C -0.040 0.075 2.889 0.0665
N -0.617 0.334 1.660 0.1372
H -4.544 0.205 -0.742 0.0007
H -4.458 1.477 0.471 -0.0065
H -4.684 -0.206 0.974 -0.0031
H -3.267 0.934 -4.120 -0.0024
H -2.640 -0.377 -4.989 0.0025
H -3.836 0.510 2.730 -0.0021
H -2.746 0.222 4.899 0.0239
H -0.233 -0.280 4.954 0.0031
H 1.039 0.002 2.879 0.0189
C 3.316 -2.686 -0.319 0.0114
P 2.137 -1.497 0.436 0.0519
C 3.400 -0.576 1.443 0.0083
C 1.470 -2.585 1.779 -0.0162
C 0.596 -3.714 1.193 0.0232
P -0.767 -3.017 0.143 -0.0692
C -1.333 -4.554 -0.675 0.0000
C -2.072 -2.844 1.426 0.0006
H 3.920 -3.178 0.452 -0.0002
H 3.963 -2.139 -1.007 -0.0008
H 2.778 -3.419 -0.917 0.0002
H 3.998 -1.254 2.063 0.0005
H 2.929 0.166 2.089 -0.0009
H 4.068 -0.041 0.761 0.0003
H 0.864 -1.946 2.434 -0.0011
H 2.294 -2.985 2.376 0.0019
H 0.181 -4.346 1.985 -0.0030
H 1.199 -4.358 0.545 0.0038
H -1.468 -5.366 0.046 -0.0008
H -0.593 -4.841 -1.428 0.0014
H -2.269 -4.352 -1.199 0.0022
H -2.219 -3.776 1.980 -0.0015
H -3.009 -2.556 0.937 -0.0029
H -1.804 -2.040 2.120 -0.0011
C 0.169 1.229 0.765 0.0088
C 0.459 2.572 1.414 0.0218
C -0.576 3.475 1.659 -0.0007
C -0.326 4.690 2.284 -0.0006
C 0.969 5.026 2.669 0.0030
C 2.007 4.138 2.423 -0.0035
C 1.747 2.918 1.801 -0.0034
H 1.097 0.723 0.500 -0.0002
H -0.378 1.364 -0.156 -0.0228
H -1.587 3.214 1.353 -0.0011
H -1.141 5.382 2.466 0.0006
H 1.165 5.975 3.153 0.0005
H 3.018 4.390 2.718 0.0000
H 2.562 2.223 1.609 0.0003
C 1.270 3.334 -4.410 0.0004
N 1.422 1.959 -3.960 0.0001
C 2.346 1.118 -4.507 -0.0042
C 2.501 -0.144 -4.080 0.0068
C 1.627 -0.605 -3.009 -0.0009
O 1.651 -1.779 -2.595 0.0100
N 0.763 0.273 -2.422 -0.0017
C 0.620 1.547 -2.867 0.0105
O -0.144 2.398 -2.401 0.0025
H 1.967 3.510 -5.228 -0.0002
H 1.469 4.034 -3.601 0.0001
H 0.254 3.520 -4.752 0.0000
H 2.939 1.534 -5.307 -0.0002
H 3.224 -0.816 -4.522 0.0003

***

74
Properties=species:S:1:pos:R:3:mulliken_charge:R:1 method="wB97M-V/def2-TZVPD" de_lowest_kcal_mol=8.8 fmax_ev_per_a=1.2
Tl 0.349 0.911 0.331 0.7266
O 3.856 3.645 -1.729 -0.5008
C 3.032 2.939 -0.946 -0.4701
O 2.935 1.740 -1.014 -0.1678
C 2.269 3.788 0.016 0.7713
C 2.416 5.160 0.072 -0.5486
C 1.644 5.863 0.991 -0.4768
C 0.832 5.167 1.861 -0.6872
C 0.776 3.779 1.764 0.7714
N 1.441 3.123 0.827 0.0599
C -0.024 2.942 2.770 -0.3068
O -0.621 3.563 3.638 -0.7616
O 0.058 1.687 2.597 -0.4749
H 4.312 3.033 -2.325 0.3639
H 3.111 5.659 -0.587 0.5236
H 1.696 6.943 1.030 0.4525
H 0.225 5.652 2.611 0.5514
I 0.107 2.211 -2.718 0.1965
C -1.941 1.759 -2.564 0.2673
C -2.622 1.645 -3.740 -0.5913
C -4.009 1.391 -3.710 -0.6801
C -4.654 1.309 -2.513 -0.9071
C -3.956 1.444 -1.289 0.8287
C -4.652 1.423 -0.057 -0.8249
C -3.981 1.557 1.118 -1.2664
C -2.569 1.634 1.120 -0.2638
C -1.832 1.662 -0.040 -0.1830
C -2.538 1.626 -1.282 0.7907
H -2.109 1.745 -4.686 0.4138
H -4.551 1.296 -4.642 0.4096
H -5.727 1.157 -2.481 0.3855
H -5.730 1.302 -0.075 0.3622
H -4.515 1.563 2.060 0.4100
H -2.067 1.668 2.078 0.2536
C -0.952 -1.329 3.358 -0.6094
Si 0.615 -2.051 2.644 0.8143
C 0.689 -3.912 2.920 -1.2156
C 2.086 -1.213 3.445 -0.9575
Si 0.710 -1.759 0.310 -0.8929
Si 2.741 -2.017 -0.832 0.9323
C 4.154 -1.234 0.120 -0.9537
C 2.698 -1.255 -2.544 -0.8182
C 3.022 -3.874 -0.976 -1.2160
Si -1.198 -2.421 -0.904 0.4546
C -1.229 -4.302 -0.981 -1.1771
C -1.136 -1.771 -2.666 -0.5984
C -2.789 -1.862 -0.085 -0.4346
H -1.017 -1.548 4.427 0.4508
H -1.852 -1.717 2.875 0.2445
H -0.942 -0.242 3.242 -0.0590
H 0.659 -4.154 3.986 0.3995
H 1.609 -4.335 2.507 0.2808
H -0.153 -4.417 2.440 0.2800
H 2.029 -1.292 4.534 0.4420
H 2.080 -0.149 3.191 0.1384
H 3.038 -1.638 3.122 0.2941
H 3.939 -0.178 0.298 0.1208
H 5.088 -1.298 -0.444 0.4157
H 4.310 -1.714 1.088 0.3295
H 2.499 -0.184 -2.473 0.0289
H 1.924 -1.699 -3.174 0.2981
H 3.661 -1.390 -3.045 0.4178
H 3.052 -4.344 0.010 0.2877
H 3.966 -4.096 -1.481 0.3923
H 2.220 -4.350 -1.546 0.2647
H -0.340 -4.704 -1.474 0.2719
H -2.104 -4.649 -1.538 0.3958
H -1.279 -4.740 0.019 0.2788
H -0.460 -2.367 -3.284 0.3911
H -0.791 -0.736 -2.705 -0.1023
H -2.129 -1.804 -3.122 0.3817
H -3.044 -2.506 0.760 0.4390
H -3.616 -1.896 -0.800 0.3820
H -2.720 -0.839 0.287 -0.2198

***

68
Properties=species:S:1:pos:R:3:mulliken_charge:R:1 method="wB97M-V/def2-TZVPD" de_lowest_kcal_mol=6.3 smiles="COc1ccc(NC(=O)[C@@H]2CCC[N@@H+](CCCc3ccccc3)C2)cc1OCC(C)C" fmax_ev_per_a=1.0 total_charge=+1
C 2.531 1.222 4.847 -1.0291
O 1.530 0.262 4.596 -0.4141
C 1.212 -0.050 3.311 0.9722
C 1.792 0.570 2.212 -0.7655
C 1.420 0.277 0.910 -1.0567
C 0.437 -0.672 0.689 0.3959
N -0.030 -1.032 -0.593 0.1982
C 0.142 -0.401 -1.750 0.1634
O 0.801 0.637 -1.895 -0.8210
C -0.505 -1.073 -2.965 0.2398
C 0.532 -1.933 -3.706 -1.2934
C 1.632 -1.054 -4.297 -0.6503
C 1.045 0.073 -5.140 -0.7177
N 0.086 0.862 -4.338 0.5512
C -0.341 2.121 -4.991 -0.6430
C -0.507 3.294 -4.021 -0.7166
C -1.873 3.413 -3.327 -1.1676
C -2.024 2.613 -2.058 0.5721
C -3.066 1.705 -1.907 -0.3343
C -3.216 0.987 -0.731 -0.8986
C -2.333 1.180 0.316 -0.5970
C -1.308 2.102 0.186 -0.5078
C -1.153 2.809 -0.992 -0.3678
C -1.036 -0.002 -3.922 -0.9003
C -0.128 -1.331 1.773 0.1105
C 0.232 -1.050 3.086 -0.4377
O -0.480 -1.731 4.010 -0.4993
C 0.022 -2.051 5.300 -0.8025
C 0.932 -3.290 5.302 0.6874
C 2.248 -3.034 4.572 -1.3262
C 0.204 -4.490 4.701 -1.3490
H 3.494 0.918 4.426 0.3999
H 2.614 1.276 5.931 0.2745
H 2.251 2.205 4.459 0.3661
H 2.549 1.321 2.363 0.4274
H 1.885 0.796 0.091 0.4569
H -0.631 -1.846 -0.584 0.3330
H -1.339 -1.700 -2.642 0.8646
H 0.971 -2.665 -3.028 0.3748
H 0.026 -2.480 -4.504 0.4851
H 2.291 -1.657 -4.921 0.4664
H 2.236 -0.626 -3.495 0.2999
H 1.847 0.730 -5.480 0.4346
H 0.524 -0.327 -6.016 0.3716
H 0.555 1.060 -3.380 0.1983
H 0.429 2.388 -5.717 0.4998
H -1.267 1.940 -5.541 0.3400
H 0.286 3.257 -3.273 0.4362
H -0.357 4.203 -4.607 0.4207
H -2.016 4.464 -3.065 0.4138
H -2.666 3.150 -4.030 0.2860
H -3.786 1.575 -2.705 0.4952
H -4.034 0.289 -0.632 0.4572
H -2.450 0.630 1.237 0.5640
H -0.630 2.272 1.008 0.5342
H -0.358 3.535 -1.075 0.4334
H -1.779 0.611 -3.408 -0.2490
H -1.490 -0.465 -4.803 0.5601
H -0.888 -2.084 1.625 0.4254
H 0.538 -1.202 5.749 0.3012
H -0.880 -2.267 5.881 0.4492
H 1.154 -3.501 6.353 0.3880
H 2.078 -2.872 3.509 0.1882
H 2.908 -3.892 4.682 0.5110
H 2.751 -2.162 4.983 0.2069
H -0.704 -4.706 5.258 0.3806
H -0.067 -4.287 3.667 0.1927
H 0.841 -5.370 4.725 0.4171

***

75
Properties=species:S:1:pos:R:3:mulliken_spin:R:1 method="wB97M-V/def2-TZVPD" multiplicity=3 fmax_ev_per_a=1.8 total_energy_ha=-2628.678988 total_charge=-2
Ti -0.377 -0.026 -0.845 0.9872
O -2.797 -1.576 0.512 -0.0759
C -2.234 -0.344 0.827 1.0433
O -0.949 -0.252 1.132 -0.0216
C -2.876 0.824 0.083 -0.0937
O -1.824 1.685 -0.446 -0.0050
C -2.163 2.245 -1.723 0.0263
C -2.152 1.205 -2.849 -0.0106
O -2.707 1.511 -3.906 -0.0002
O -1.600 0.090 -2.557 0.0038
H -2.087 -2.194 0.266 0.0392
H -3.499 1.427 0.749 0.0251
H -3.500 0.426 -0.720 0.0166
H -1.409 3.000 -1.935 -0.0035
H -3.146 2.716 -1.681 0.0063
O 2.136 -1.327 0.378 -0.0137
C 1.836 -2.681 0.184 0.0144
C 0.346 -2.927 -0.276 -0.0044
O -0.189 -4.019 -0.074 0.0077
O -0.144 -1.993 -0.962 0.0286
C 2.248 -3.407 1.485 0.0025
C 1.674 -4.575 1.959 -0.0007
C 2.165 -5.183 3.121 -0.0002
C 3.236 -4.636 3.803 0.0002
C 3.825 -3.479 3.324 -0.0001
C 3.331 -2.874 2.171 0.0018
C 2.703 -3.270 -0.970 -0.0026
C 2.602 -4.612 -1.310 0.0008
C 3.395 -5.142 -2.324 -0.0003
C 4.288 -4.330 -3.003 0.0003
C 4.385 -2.991 -2.670 -0.0001
C 3.587 -2.463 -1.650 0.0027
H 1.720 -0.718 -0.325 -0.0259
H 0.830 -4.988 1.426 -0.0003
H 1.689 -6.085 3.487 0.0000
H 3.619 -5.114 4.698 0.0000
H 4.675 -3.041 3.836 0.0000
H 3.792 -1.979 1.782 0.0006
H 1.894 -5.242 -0.784 0.0006
H 3.306 -6.192 -2.579 0.0000
H 4.907 -4.743 -3.792 0.0001
H 5.075 -2.342 -3.196 0.0000
H 3.650 -1.419 -1.379 -0.0004
C 1.927 0.779 4.317 0.0045
C 2.961 1.466 3.423 -0.0034
C 3.086 2.935 3.817 0.0004
C 4.318 0.792 3.584 -0.0002
N 2.630 1.382 1.989 -0.0013
N 1.349 1.842 1.615 0.0064
H 2.192 0.882 5.377 -0.0001
H 1.862 -0.288 4.080 0.0000
H 0.938 1.218 4.175 -0.0008
H 3.547 3.032 4.806 0.0000
H 2.105 3.418 3.854 0.0000
H 3.703 3.462 3.084 -0.0001
H 4.687 0.897 4.609 0.0000
H 5.042 1.240 2.898 0.0000
H 4.245 -0.272 3.359 0.0001
H 2.696 0.419 1.672 -0.0012
H 1.302 2.843 1.714 0.0005
H 0.570 1.358 2.049 0.0014
C 1.561 2.863 -2.489 -0.0039
C 2.069 1.444 -2.212 0.0160
C 3.423 1.565 -1.489 -0.0010
C 2.279 0.739 -3.558 -0.0044
N 1.097 0.735 -1.417 0.0354
H 2.301 3.469 -3.034 -0.0004
H 1.328 3.354 -1.539 0.0000
H 0.648 2.816 -3.090 0.0009
H 4.072 2.309 -1.974 -0.0002
H 3.958 0.608 -1.496 0.0032
H 3.268 1.848 -0.444 -0.0017
H 2.987 1.278 -4.209 -0.0005
H 1.320 0.649 -4.074 0.0007
H 2.662 -0.271 -3.388 0.0006

***

73
Properties=species:S:1:pos:R:3:mulliken_charge:R:1 method="wB97M-V/def2-TZVPD" de_lowest_kcal_mol=0.0 fmax_ev_per_a=1.0 total_charge=+1
Pd -0.216 0.125 -1.417 -0.3461
C 3.388 0.797 -2.020 -1.4606
As 2.027 -0.546 -1.662 1.1477
C 1.859 -1.521 -3.329 -1.2181
C 2.819 -1.885 -0.482 -1.7406
C 2.830 -1.621 1.034 2.5703
C 3.560 -0.316 1.317 -1.2240
C 1.391 -1.636 1.578 -1.1722
As 0.119 -0.258 1.026 1.3832
C 0.716 1.388 1.877 -1.3765
C -1.317 -0.718 2.258 -1.4218
C 3.575 -2.811 1.670 -2.0396
As 4.161 -2.956 3.576 0.3336
C 2.960 -1.777 4.600 -1.0435
C 5.719 -1.761 3.541 -1.1170
H 4.364 0.321 -2.116 0.4423
H 3.433 1.534 -1.222 0.3877
H 3.145 1.294 -2.959 0.4785
H 2.797 -2.028 -3.559 0.4429
H 1.613 -0.824 -4.129 0.4111
H 1.056 -2.251 -3.228 0.3857
H 3.842 -2.026 -0.845 0.5836
H 2.273 -2.809 -0.695 0.4426
H 3.111 0.526 0.788 -0.3525
H 4.602 -0.389 0.999 0.4667
H 3.555 -0.071 2.379 0.1237
H 1.407 -1.616 2.669 0.0289
H 0.916 -2.579 1.289 0.5326
H 1.186 1.159 2.833 0.3777
H -0.159 2.014 2.051 0.4671
H 1.409 1.938 1.247 0.3473
H -0.907 -0.780 3.268 0.5579
H -1.755 -1.676 1.984 0.4456
H -2.085 0.053 2.243 0.4238
H 4.518 -2.960 1.132 0.5901
H 2.987 -3.714 1.485 0.4760
H 1.978 -2.238 4.699 0.3147
H 2.859 -0.767 4.206 0.2091
H 3.390 -1.708 5.599 0.4118
H 6.410 -2.114 2.776 0.3271
H 6.221 -1.842 4.505 0.3898
H 5.480 -0.714 3.359 0.3079
O -1.855 -1.963 -1.954 -0.6974
S -2.898 -0.998 -2.231 1.3514
O -3.517 -0.965 -3.522 -0.7137
N -2.130 0.399 -1.901 -0.0409
C -2.660 1.672 -2.013 0.2693
C -3.990 2.007 -2.122 -0.4280
C -4.366 3.357 -2.266 -1.0257
C -3.444 4.363 -2.295 -0.9244
C -2.065 4.058 -2.201 1.1378
C -1.046 5.032 -2.213 -0.5904
C 0.262 4.644 -2.117 -0.9921
C 0.557 3.274 -2.031 0.1241
N -0.367 2.339 -2.007 -0.2613
C -1.674 2.709 -2.072 0.2238
C -4.219 -1.191 -1.065 -0.2933
C -4.057 -0.713 0.222 0.3597
C -5.078 -0.855 1.146 -0.6732
C -6.262 -1.475 0.769 -0.4545
C -6.423 -1.939 -0.530 -0.6266
C -5.403 -1.792 -1.459 -0.4021
H -4.755 1.244 -2.105 0.4949
H -5.419 3.589 -2.348 0.4047
H -3.746 5.398 -2.386 0.4109
H -1.310 6.078 -2.300 0.4513
H 1.071 5.359 -2.125 0.4254
H 1.588 2.944 -2.001 0.3283
H -3.137 -0.203 0.469 0.1204
H -4.959 -0.476 2.153 0.4148
H -7.064 -1.588 1.485 0.4043
H -7.349 -2.411 -0.827 0.4121
H -5.523 -2.136 -2.477 0.4958